Molecular formula: C15H24CrN6O6
Method: DFT, ωB97M-V with the def2-TZVPD basis set

Output
HOMO energy (alpha / beta): -5.3 / -7.0 eV
multiplicity: 5

The geometry in XYZ format:
```
52
Properties=species:S:1:pos:R:3:forces:R:3:lowdin_charge:R:1
O 0.798552 -3.806605 -0.634865 0.37 0.42 -1.20 -0.1162
H 1.265427 -4.269253 -1.340530 -0.15 0.16 0.11 0.1207
Cr -0.166494 0.251187 -0.412985 0.49 0.52 1.02 0.8806
N 0.987821 0.445008 -1.990934 2.43 -0.33 -0.23 -0.2331
N 1.573468 -0.252044 0.383670 2.23 -0.08 -1.87 -0.2102
N -2.000244 0.781719 -0.991156 0.43 -0.34 -0.35 -0.1773
N -1.181795 0.203648 1.285524 -1.03 0.15 -0.25 -0.1767
O 0.437403 0.709267 -3.132237 0.16 0.07 0.06 -0.1623
O -2.337720 1.079410 -2.310021 0.21 0.20 -0.62 -0.0612
O -0.613243 -0.142776 2.467483 1.04 -0.26 0.55 -0.0749
O 1.749488 -0.647378 1.615009 -0.05 0.18 0.53 -0.1741
C 2.639074 -0.133229 -0.449338 -2.07 -0.42 2.35 -0.2573
C 2.312773 0.206027 -1.796624 -2.62 0.78 -1.37 -0.2565
C -2.909780 1.001406 -0.038812 0.49 0.01 0.70 -0.2975
C -2.424818 0.702602 1.281191 0.36 -0.05 -1.07 -0.2858
C 3.300602 0.236535 -2.910750 0.23 0.01 -0.11 -0.0285
H 3.525761 -0.780006 -3.267847 -0.07 0.21 0.02 0.0922
H 4.246524 0.672670 -2.570578 -0.15 -0.03 -0.12 0.0751
H 2.924172 0.820170 -3.754269 -0.07 -0.11 0.16 0.0774
C 3.998263 -0.369028 0.089011 0.44 -0.11 -0.15 -0.0214
H 4.034869 -1.316788 0.640647 -0.04 0.24 -0.04 0.0869
H 4.282835 0.433780 0.784705 -0.11 -0.23 -0.05 0.0953
H 4.733952 -0.393040 -0.719633 -0.06 -0.03 0.18 0.0703
C -4.252036 1.563235 -0.336605 -0.45 0.11 0.25 -0.0225
C -3.182981 0.934491 2.532766 -0.34 0.00 0.25 -0.0285
H -4.644975 1.209153 -1.298120 0.20 0.10 0.25 0.0838
H -4.226107 2.664611 -0.360932 -0.04 -0.24 -0.11 0.0912
H -4.943876 1.267534 0.461909 0.04 0.13 -0.24 0.0775
H -2.502087 0.896497 3.385782 -0.14 -0.01 -0.11 0.0754
H -3.952838 0.163637 2.666235 0.06 0.14 0.13 0.0898
H -3.678101 1.911572 2.508735 0.02 -0.17 0.06 0.0833
H -1.475033 0.969187 -2.802015 -0.47 0.01 0.39 0.0691
H 0.372550 -0.394289 2.183009 -0.71 0.03 0.54 0.0439
C 0.785899 -4.564992 0.534663 -0.14 -0.75 1.15 -0.1171
H 1.742654 -5.066779 0.692786 -0.01 0.08 0.04 0.0903
H -0.003668 -5.322260 0.493038 0.05 0.04 0.09 0.0876
H 0.600147 -3.895672 1.379060 0.03 -0.06 -0.19 0.0983
O -0.557914 -1.641317 -0.810877 0.00 -1.34 -0.43 -0.0803
H 0.031292 -2.479045 -0.796151 -0.62 1.00 0.03 0.0599
H -1.379710 -1.825570 -1.290157 0.26 0.12 0.17 0.1038
N -2.194896 5.954937 -1.459124 1.64 -1.39 1.53 0.1642
C -1.468217 5.311402 -0.804213 -1.27 1.40 -1.37 -0.1575
C -0.605966 4.458404 -0.019126 0.06 0.62 0.28 -0.1887
C -0.101971 4.837200 1.237608 -0.02 -0.53 -0.11 0.0151
C 0.621074 3.891748 1.968748 -0.19 0.06 -0.50 -0.0145
C 0.756174 2.602880 1.455260 -0.17 0.17 -0.10 -0.0609
N 0.248133 2.266865 0.260135 0.44 0.01 -0.44 0.0249
C -0.322178 3.198727 -0.507921 -0.30 -0.69 -0.04 -0.0446
H -0.286044 5.839511 1.611201 0.02 -0.17 0.02 0.1254
H 1.056806 4.114636 2.933047 -0.06 0.11 -0.06 0.1128
H 1.281921 1.825449 2.011625 -0.29 0.07 -0.17 0.1207
H -0.603278 2.881654 -1.518559 -0.09 0.23 0.43 0.1321
```
Forces are in eV/Å.